No. 1
18
Properties=species:S:1:pos:R:3 method="wB97M-V/def2-TZVPD" homo_lumo_gap_ev=8.00 e_above_lowest_kcal_mol=29.9 charge=0 total_energy_ha=-651.47318
C -2.65 -0.74 -0.09
C -2.20 0.59 -0.35
C -1.79 -1.68 0.23
C -0.82 0.90 -0.14
C -0.40 -1.48 0.04
C 0.08 -0.19 -0.06
C 1.50 -0.04 -0.05
C 2.23 1.60 0.29
P 2.46 -1.41 -0.42
H -3.63 -1.10 -0.02
H -2.87 1.38 -0.68
H -2.27 -2.66 0.27
H -0.48 1.93 -0.28
H 0.45 -2.08 0.27
H 1.33 2.14 0.57
H 2.75 1.52 1.19
H 2.70 1.97 -0.58
H 3.61 -0.65 -0.19

***

No. 2
300
Properties=species:S:1:pos:R:3 method="wB97M-V/def2-TZVPD" s_squared=0.750 homo_lumo_gap_ev="1.28 / 8.24" charge=-1 multiplicity=2 total_energy_ha=-4842.25068
C 14.85 10.24 -13.88
C 14.53 9.08 -12.94
C 15.05 9.49 -11.45
C 14.43 8.78 -10.33
C 12.87 8.85 -10.44
C 12.36 8.33 -11.80
N 13.03 9.07 -12.94
O 12.56 8.65 -14.15
C 12.52 6.81 -11.84
C 10.83 8.57 -11.91
C 15.29 7.79 -13.35
H 15.92 10.39 -14.02
H 14.52 11.22 -13.53
H 14.44 10.14 -14.89
H 16.14 9.38 -11.43
H 14.67 10.51 -11.39
H 14.82 9.17 -9.39
H 14.80 7.75 -10.37
H 12.64 9.91 -10.37
H 12.26 8.38 -9.67
H 11.93 6.46 -11.00
H 12.17 6.43 -12.81
H 13.54 6.56 -11.58
H 10.53 9.47 -12.45
H 10.27 7.75 -12.37
H 10.33 8.84 -10.97
H 15.47 7.89 -14.42
H 14.71 6.86 -13.38
H 16.19 7.52 -12.81
H 12.23 9.50 -14.47
C 23.52 13.67 -4.06
C 22.95 12.41 -3.43
C 23.01 12.44 -1.80
C 21.87 13.22 -1.12
C 20.48 12.83 -1.69
C 20.35 12.80 -3.20
N 21.53 12.03 -3.79
O 21.40 11.93 -5.15
C 19.01 12.12 -3.52
C 20.24 14.29 -3.73
C 23.85 11.20 -3.89
H 24.61 13.63 -4.08
H 23.24 14.66 -3.68
H 23.13 13.69 -5.08
H 23.08 11.50 -1.26
H 23.83 13.03 -1.37
H 22.16 14.26 -1.26
H 21.71 13.14 -0.04
H 19.55 13.23 -1.27
H 20.25 11.79 -1.47
H 18.08 12.52 -3.11
H 18.85 12.09 -4.60
H 19.05 11.05 -3.36
H 20.86 14.49 -4.61
H 19.34 14.49 -4.32
H 20.30 15.21 -3.15
H 24.89 11.39 -3.62
H 23.88 11.03 -4.96
H 23.55 10.23 -3.49
H 20.95 11.09 -5.14
C 16.33 1.42 -0.38
C 17.37 0.56 -1.15
C 16.76 -0.79 -1.71
C 15.89 -0.78 -3.07
C 16.69 -0.08 -4.22
C 17.31 1.28 -3.73
N 17.96 1.17 -2.34
O 18.67 2.33 -2.03
C 18.37 1.55 -4.82
C 16.29 2.51 -3.81
C 18.50 0.12 -0.21
H 15.50 1.76 -0.99
H 16.81 2.29 0.08
H 15.82 0.86 0.41
H 17.58 -1.49 -1.83
H 16.17 -1.16 -0.87
H 14.94 -0.33 -2.78
H 15.44 -1.73 -3.33
H 16.03 0.11 -5.06
H 17.45 -0.78 -4.59
H 18.58 2.62 -4.78
H 19.26 0.93 -4.73
H 18.13 1.46 -5.88
H 16.76 3.46 -3.58
H 15.86 2.47 -4.81
H 15.54 2.55 -3.01
H 18.77 0.74 0.66
H 19.50 0.19 -0.63
H 18.54 -0.86 0.27
H 19.55 2.04 -2.26
C 23.85 7.89 -6.21
C 25.01 8.09 -7.27
C 24.27 8.32 -8.58
C 25.03 9.13 -9.63
C 25.45 10.54 -9.17
C 26.18 10.38 -7.76
N 25.61 9.42 -6.79
O 26.46 9.26 -5.69
C 27.58 9.93 -8.18
C 26.22 11.84 -7.20
C 26.11 6.92 -7.49
H 23.16 7.08 -6.46
H 23.16 8.73 -6.17
H 24.34 7.91 -5.24
H 24.06 7.39 -9.10
H 23.29 8.79 -8.49
H 24.45 9.19 -10.55
H 25.93 8.61 -9.96
H 24.51 11.11 -9.16
H 26.09 10.91 -9.97
H 27.98 10.24 -9.14
H 28.22 10.43 -7.46
H 27.61 8.84 -8.14
H 26.81 11.93 -6.29
H 26.55 12.58 -7.94
H 25.25 12.21 -6.89
H 25.88 5.87 -7.36
H 26.95 7.11 -6.81
H 26.47 6.91 -8.52
H 27.20 8.86 -6.16
C 24.82 1.20 0.36
C 23.56 2.09 0.13
C 23.88 3.55 0.47
C 24.66 4.29 -0.63
C 23.94 4.23 -1.95
C 23.56 2.80 -2.44
N 22.99 2.07 -1.29
O 22.41 0.85 -1.61
C 22.66 3.11 -3.66
C 24.87 2.03 -3.05
C 22.54 1.62 1.15
H 24.59 0.15 0.23
H 25.04 1.28 1.43
H 25.72 1.30 -0.23
H 22.89 3.97 0.69
H 24.39 3.68 1.43
H 25.66 3.86 -0.69
H 24.86 5.30 -0.25
H 24.79 4.61 -2.51
H 23.08 4.90 -1.93
H 21.85 3.81 -3.44
H 23.31 3.50 -4.44
H 22.12 2.18 -3.85
H 25.74 2.27 -2.43
H 24.85 0.94 -3.14
H 25.11 2.23 -4.09
H 21.71 2.32 1.22
H 22.99 1.72 2.13
H 22.00 0.68 0.97
H 21.54 1.19 -1.85
C 18.56 8.30 -8.95
C 19.25 8.80 -7.65
C 18.12 9.55 -6.80
C 17.12 8.51 -6.14
C 17.82 7.53 -5.27
C 18.95 6.79 -6.08
N 19.82 7.80 -6.78
O 20.93 7.19 -7.32
C 19.81 6.08 -4.96
C 18.28 5.80 -7.01
C 20.44 9.87 -7.93
H 19.13 7.43 -9.27
H 18.62 9.01 -9.78
H 17.52 7.97 -8.92
H 18.41 10.26 -6.03
H 17.55 10.14 -7.53
H 16.65 8.00 -6.99
H 16.35 9.07 -5.60
H 16.99 6.88 -5.00
H 18.17 7.91 -4.31
H 20.63 6.74 -4.67
H 19.17 5.86 -4.11
H 20.19 5.15 -5.39
H 19.11 5.43 -7.60
H 18.01 4.94 -6.39
H 17.58 6.13 -7.78
H 21.20 9.44 -8.58
H 21.01 10.23 -7.08
H 19.89 10.68 -8.42
H 21.56 7.30 -6.61
C 22.37 7.52 -13.50
C 21.03 7.47 -14.25
C 19.88 6.90 -13.39
C 19.28 7.98 -12.42
C 18.91 9.18 -13.27
C 20.02 9.83 -14.16
N 20.69 8.71 -14.88
O 21.56 9.22 -15.93
C 19.41 10.86 -15.18
C 20.93 10.69 -13.24
C 21.10 6.38 -15.35
H 22.41 8.43 -12.90
H 23.19 7.46 -14.21
H 22.51 6.72 -12.77
H 19.02 6.52 -13.93
H 20.32 6.08 -12.83
H 20.08 8.21 -11.71
H 18.41 7.59 -11.88
H 18.51 9.91 -12.56
H 17.95 9.02 -13.76
H 18.62 11.42 -14.67
H 20.21 11.47 -15.59
H 18.95 10.46 -16.08
H 21.22 10.17 -12.33
H 21.82 11.01 -13.79
H 20.42 11.63 -13.02
H 21.80 6.54 -16.17
H 20.12 6.43 -15.82
H 21.27 5.40 -14.90
H 21.44 8.71 -16.73
C 16.73 3.39 -12.95
C 17.91 2.38 -12.84
C 19.20 3.24 -12.77
C 19.33 3.91 -11.38
C 19.38 2.85 -10.25
C 18.13 1.86 -10.31
N 18.03 1.50 -11.69
O 17.24 0.41 -11.79
C 18.65 0.62 -9.56
C 16.79 2.45 -9.68
C 18.13 1.57 -14.21
H 16.68 4.09 -12.12
H 15.86 2.74 -12.92
H 16.72 4.04 -13.82
H 20.16 2.75 -12.85
H 19.12 4.11 -13.42
H 18.49 4.58 -11.21
H 20.17 4.58 -11.55
H 19.62 3.39 -9.34
H 20.33 2.31 -10.23
H 18.93 0.83 -8.53
H 17.73 0.04 -9.45
H 19.50 0.06 -9.96
H 17.07 3.01 -8.80
H 16.25 3.09 -10.38
H 15.99 1.74 -9.44
H 17.26 0.97 -14.46
H 18.94 0.84 -14.11
H 18.25 2.28 -15.03
H 17.86 -0.14 -12.28
C 18.09 15.35 -10.88
C 18.33 14.01 -11.72
C 16.96 13.32 -12.00
C 16.04 14.12 -12.99
C 16.76 14.58 -14.22
C 18.33 14.87 -14.11
N 18.98 14.04 -13.07
O 20.35 14.00 -13.03
C 18.80 14.47 -15.46
C 18.67 16.41 -13.95
C 18.99 13.02 -10.71
H 17.27 15.98 -11.22
H 19.01 15.93 -11.00
H 17.93 15.10 -9.83
H 17.22 12.50 -12.67
H 16.57 12.71 -11.18
H 15.76 15.03 -12.45
H 15.08 13.70 -13.29
H 16.13 15.39 -14.60
H 16.52 13.78 -14.92
H 18.45 15.15 -16.24
H 19.89 14.46 -15.60
H 18.47 13.49 -15.79
H 19.74 16.55 -14.10
H 18.01 17.00 -14.59
H 18.38 16.85 -13.00
H 18.94 12.01 -11.14
H 18.50 12.94 -9.74
H 20.06 13.17 -10.59
H 20.59 13.26 -13.60
C 11.56 13.30 -3.79
C 12.87 12.65 -4.25
C 12.31 11.40 -5.04
C 13.39 10.66 -5.80
C 14.06 11.57 -6.79
C 14.59 12.95 -6.09
N 13.49 13.58 -5.21
O 13.93 14.78 -4.73
C 15.91 12.52 -5.37
C 14.83 13.74 -7.35
C 13.81 12.31 -3.09
H 11.14 13.92 -4.59
H 11.74 14.04 -3.01
H 10.81 12.65 -3.33
H 11.77 10.66 -4.45
H 11.71 11.68 -5.91
H 12.85 9.89 -6.34
H 14.12 10.08 -5.23
H 13.31 11.74 -7.57
H 14.87 11.00 -7.22
H 16.02 13.25 -4.57
H 15.81 11.52 -4.95
H 16.76 12.55 -6.05
H 15.68 13.26 -7.83
H 13.94 13.81 -7.98
H 15.02 14.79 -7.13
H 13.29 11.94 -2.21
H 14.60 12.96 -2.73
H 14.38 11.40 -3.25
H 13.20 15.37 -4.94